10 unconnected molecules or ions with the total composition C60H140 at a distorted geometry. Source: the OMol25 dataset; level of theory: ωB97M-V/def2-TZVPD.

SMILES ... CCCCCC.CCCCCC.CCCCCC.CCCCCC.CCCCCC.CCCCCC.CCCCCC.CCCCCC.CCCCCC.CCCCCC
HOMO-LUMO gap ... 11.4 eV
HOMO energy ... -0.3902 Eh

Element x y z (Å)
H1 17.436 15.880 11.876
H2 18.314 18.571 24.005
C1 13.871 19.816 22.488
H3 16.039 21.274 15.744
H4 15.274 22.856 11.420
C2 8.398 16.333 13.346
H5 16.546 17.131 25.485
C3 10.430 11.556 13.820
H6 11.322 14.620 18.488
C4 18.485 16.218 19.254
H7 15.300 20.975 13.180
C5 8.028 17.408 16.148
C6 14.755 12.719 14.825
H8 11.004 19.479 16.595
H9 14.478 20.614 16.151
H10 12.980 20.381 20.561
C7 8.541 21.154 19.652
C8 13.529 17.616 16.353
H11 8.859 17.823 15.572
H12 11.453 12.928 11.490
C9 8.282 14.345 19.860
H13 10.588 21.635 19.476
C10 13.767 14.677 19.249
H14 13.814 15.441 16.216
H15 15.511 22.073 18.174
C11 10.405 12.917 11.735
C12 8.641 20.274 20.875
H16 12.435 14.994 14.250
H17 11.132 14.455 20.271
H18 7.215 14.572 19.763
H19 13.691 15.293 20.163
H20 9.381 16.903 17.768
H21 17.682 8.307 13.956
C13 15.283 17.294 10.696
H22 14.643 22.504 22.056
C14 13.569 21.900 12.376
C15 17.937 17.370 21.493
H23 8.425 15.360 16.013
H24 19.084 17.305 12.624
C16 12.083 17.115 13.679
H25 7.265 18.194 16.111
H26 8.798 21.658 17.010
H27 10.592 12.037 18.531
H28 15.615 23.352 16.985
H29 9.660 10.834 13.472
C17 13.606 21.070 23.271
C18 16.315 17.751 11.776
H30 6.736 15.793 16.378
H31 9.097 13.158 13.458
H32 12.935 22.557 21.682
C19 17.229 17.208 22.802
C20 15.035 22.482 17.252
H33 19.287 10.897 14.168
H34 8.983 13.872 17.952
H35 18.086 15.671 18.389
H36 11.389 11.247 13.366
H37 17.141 10.690 15.497
H38 13.573 23.198 23.188
C21 9.793 21.253 18.834
H39 16.225 10.596 13.987
H40 9.624 20.365 21.346
C22 14.290 23.090 11.790
H41 16.361 12.886 16.262
C23 18.274 17.092 13.327
H42 16.175 16.961 22.607
H43 9.687 12.018 15.701
H44 9.621 23.019 17.713
C24 17.263 18.363 23.780
H45 15.298 16.336 8.769
C25 12.858 19.589 21.341
C26 13.628 16.322 15.586
C27 8.141 16.182 11.826
H46 12.645 17.657 16.994
H47 12.594 20.972 23.699
H48 9.010 16.485 11.227
H49 15.739 18.347 12.505
H50 16.080 18.428 15.383
H51 10.836 17.856 20.207
H52 7.295 16.796 11.530
C28 9.730 21.930 17.506
H53 11.821 16.945 19.170
H54 11.886 9.785 15.580
H55 8.572 18.469 17.971
H56 17.691 16.360 23.348
H57 7.900 20.509 21.658
C29 10.131 12.877 13.260
H58 12.548 22.211 12.603
C30 10.925 10.199 15.989
H59 12.989 17.308 13.068
H60 14.358 24.004 12.402
H61 14.784 16.387 11.109
H62 14.827 23.085 14.554
H63 18.303 10.434 12.798
H64 12.987 12.843 18.442
H65 8.272 12.457 18.705
H66 16.427 17.641 8.928
H67 14.052 22.836 17.553
H68 8.430 14.002 20.892
H69 11.434 12.288 15.583
H70 14.625 18.810 17.719
H71 10.129 20.200 18.624
H72 7.661 20.850 19.054
H73 16.491 16.493 20.246
H74 10.009 13.877 11.415
C31 12.342 15.985 14.725
C32 18.518 8.835 14.411
H75 10.865 22.464 15.865
H76 11.761 20.296 15.202
C33 15.020 21.560 16.025
H77 19.502 15.817 19.438
H78 14.486 13.182 13.874
H79 13.776 20.369 13.877
C34 10.947 20.343 15.940
H80 17.518 15.217 20.823
H81 9.879 12.133 11.196
H82 13.612 15.336 18.385
H83 9.354 15.815 13.552
H84 19.604 16.658 15.009
C35 9.877 9.128 15.611
C36 16.396 18.120 25.016
H85 19.016 17.288 21.698
C37 10.314 12.824 19.247
H86 14.279 21.191 24.123
C38 14.333 21.263 13.572
H87 11.774 18.035 14.179
C39 16.151 17.920 16.360
H88 13.793 18.964 23.154
H89 10.071 8.823 14.585
H90 19.547 15.391 13.749
H91 16.674 18.916 25.739
H92 7.695 16.930 18.235
H93 13.768 23.425 10.908
C40 10.646 11.570 15.322
H94 13.479 21.127 11.587
H95 6.377 16.443 13.931
H96 16.755 16.025 9.684
H97 17.057 12.780 13.292
H98 18.348 8.834 15.490
H99 11.681 18.674 18.897
H100 11.510 15.975 15.444
H101 14.531 18.064 10.580
H102 18.675 17.247 18.938
H103 18.217 12.798 14.672
H104 7.905 15.141 11.581
H105 11.302 16.878 12.946
H106 10.114 8.284 16.242
C41 8.907 13.342 18.918
H107 14.832 14.368 19.220
C42 15.992 16.796 9.462
C43 16.175 13.172 15.207
H108 8.507 19.210 20.670
C44 10.935 21.709 16.625
H109 18.203 15.560 14.900
H110 16.651 16.954 16.187
H111 14.504 11.633 14.864
C45 11.770 17.913 19.681
C46 18.381 10.310 13.871
H112 14.870 19.828 22.040
C47 17.162 10.958 14.418
C48 12.887 18.225 20.667
C49 17.035 16.644 12.557
H113 13.050 12.863 20.196
C50 17.213 12.491 14.332
H114 10.282 12.465 20.287
H115 14.102 13.206 15.576
H116 14.498 16.382 14.913
H117 17.705 18.335 20.979
H118 13.300 22.370 15.107
H119 17.044 18.465 11.349
H120 19.447 8.325 14.196
H121 13.827 18.198 20.086
H122 6.946 14.865 13.881
H123 11.890 19.808 21.831
H124 13.002 17.498 21.481
H125 15.026 17.085 17.897
C51 7.294 15.863 14.191
H126 8.850 9.430 15.777
C52 8.440 17.420 17.624
H127 16.832 19.272 23.326
C53 11.348 13.931 19.328
H128 8.777 15.317 19.868
H129 13.483 18.485 15.656
C54 13.643 22.378 22.466
H130 8.646 17.350 13.610
H131 15.343 18.219 24.807
H132 16.830 18.543 16.930
H133 10.031 20.228 15.368
H134 11.910 21.836 17.137
C55 18.970 16.118 14.307
C56 14.810 17.881 17.176
H135 18.039 18.020 13.853
H136 10.752 13.700 13.646
C57 14.334 22.151 14.803
H137 16.329 16.085 13.174
H138 16.220 14.265 15.146
C58 7.562 15.971 15.683
C59 17.551 16.260 20.497
C60 12.798 13.466 19.333
H139 8.305 22.163 20.011
H140 11.048 10.340 17.086

Löwdin population analysis, charges in e, atoms 1 to 5: number 1, H, carries 0.105; number 2, H, carries 0.110; number 3, C, carries -0.240; number 4, H, carries 0.110; number 5, H, carries 0.067

***

10 unconnected molecules or ions with the total composition C60H142N10O10 at a distorted geometry. Source: the OMol25 dataset; level of theory: ωB97M-V/def2-TZVPD.

SMILES ... CC1(C)CCCC(C)(C)N1O.CC1(C)CCCC(C)(C)N1O.CC1(C)CCCC(C)(C)N1O.CC1(C)CCCC(C)(C)N1O.COC[C@H](C)N.COC[C@H](C)N.COC[C@H](C)N.COC[C@H](C)N.COC[C@H](C)N.COC[C@H](C)N
HOMO-LUMO gap ... 8.5 eV
HOMO energy ... -0.2996 Eh

Element x y z (Å)
H1 11.664 1.032 7.120
H2 4.288 5.979 4.601
N1 10.400 -2.150 6.072
H3 10.076 3.525 -1.634
H4 -4.314 7.415 -6.070
N2 -9.805 -3.318 3.969
H5 -0.462 3.804 -6.015
C1 -1.360 -5.410 7.689
H6 -9.764 2.353 -6.855
H7 -5.422 9.127 9.878
H8 -4.183 8.758 11.931
H9 -10.101 -4.710 0.877
H10 7.748 -2.364 5.248
C2 4.864 7.805 4.857
H11 0.566 -1.851 -1.422
C3 -0.315 -0.701 0.334
H12 -1.470 -4.441 7.202
C4 -4.291 7.426 10.191
H13 10.050 2.782 -3.390
N3 -4.948 8.418 9.338
H14 4.283 8.174 5.702
H15 -3.931 6.047 8.490
H16 -9.739 -1.452 -3.295
H17 -0.586 -8.188 2.650
H18 0.518 -2.780 -0.029
O1 -11.681 -1.317 3.011
N4 -2.350 5.234 -4.772
H19 8.840 5.644 -1.211
C5 8.207 5.130 -6.753
H20 11.207 0.676 5.432
H21 10.157 3.445 -6.760
H22 -10.625 -5.436 2.347
H23 8.382 6.760 -2.458
C6 -3.464 6.301 12.960
H24 10.757 -4.250 4.142
H25 7.937 2.194 -3.985
O2 11.612 -2.827 6.246
C7 9.063 5.938 -2.236
C8 7.160 2.954 -3.910
C9 -11.371 2.897 -4.734
H26 -2.666 0.527 1.387
H27 5.942 9.575 4.850
H28 4.798 7.622 2.651
H29 -13.104 0.211 3.419
H30 6.993 4.740 -2.636
O3 -2.853 7.052 -7.509
C10 -2.068 -8.680 -7.006
H31 6.835 8.301 5.826
H32 -0.940 7.376 -7.072
H33 -5.025 6.762 10.648
H34 8.997 2.279 -6.845
H35 7.769 3.328 -1.915
H36 -12.305 -3.233 3.091
H37 10.040 6.394 -2.394
C11 -1.705 -9.926 -6.263
H38 -8.555 -2.054 -4.330
N5 9.139 4.996 -4.514
H39 -0.548 6.000 -5.317
H40 0.343 -8.120 -8.364
H41 7.153 -0.088 5.410
C12 -2.111 -9.861 -4.786
H42 -2.434 -11.155 -8.001
H43 -1.130 -9.285 5.093
H44 -0.375 4.605 -7.537
H45 7.629 4.682 -7.562
H46 -2.974 -0.679 2.583
H47 0.428 -7.038 4.575
H48 0.616 -1.137 1.923
C13 1.328 -8.604 -5.103
C14 -1.407 -6.666 5.752
H49 -3.627 5.294 12.575
H50 -10.081 -1.696 -5.013
H51 -1.199 -6.685 2.753
H52 -2.362 -7.085 6.069
C15 2.158 -9.524 -7.290
H53 -12.515 0.389 -4.057
H54 -11.222 1.659 -7.294
C16 9.794 -3.746 4.218
H55 -10.683 3.740 -4.675
H56 11.094 4.010 -2.896
H57 1.046 0.624 -0.026
H58 9.109 5.651 -7.072
H59 -2.109 -8.794 -8.089
C17 6.220 8.526 4.954
H60 -12.129 3.269 -5.424
H61 -0.782 -5.337 8.611
C18 4.097 7.907 3.435
H62 -11.832 -0.483 -5.542
C19 -9.350 -1.309 -4.303
H63 6.418 4.520 -5.250
O4 -0.613 -6.269 6.838
H64 -4.510 6.602 13.010
H65 4.838 6.187 6.034
H66 3.707 8.895 3.191
H67 -3.032 5.702 9.743
H68 0.442 -8.145 -4.664
H69 -0.167 -8.690 6.177
H70 -9.484 -2.527 2.028
H71 -2.791 1.054 3.033
C20 7.672 3.910 -2.832
H72 6.796 2.911 -5.895
N6 -9.770 1.167 -4.255
H73 -11.829 -2.835 1.497
O5 10.396 5.537 -4.881
C21 -3.371 6.607 9.239
H74 -4.031 5.744 -6.555
H75 11.537 -1.194 8.537
H76 0.984 -7.030 -7.102
H77 -7.879 0.277 -2.644
H78 11.106 -0.540 3.947
H79 -1.234 -6.569 -7.558
C22 8.885 -0.308 6.684
H80 9.188 -4.400 4.846
H81 7.609 5.990 -6.452
H82 -10.112 -0.597 -7.048
H83 -1.728 -12.027 -6.580
H84 1.507 -1.378 -0.004
H85 9.004 0.751 6.911
C23 -12.084 0.460 -5.056
C24 -1.023 -7.468 -6.978
C25 10.328 -0.833 6.820
H86 -7.770 1.130 -6.068
C26 -7.646 0.221 -3.707
H87 0.425 -10.723 -4.805
H88 -1.953 3.932 -7.053
H89 6.781 8.392 4.029
C27 -0.440 -0.915 1.768
C28 -12.932 -0.647 2.770
H90 -7.159 1.192 -3.799
C29 -1.046 4.420 -6.699
H91 -2.590 7.178 8.737
O6 -1.062 0.110 2.543
C30 -4.130 6.764 -6.925
N7 -0.257 -8.783 5.175
C31 -10.385 1.490 -6.616
H92 -3.031 -8.192 -6.855
C32 -2.367 -11.210 -6.914
H93 -2.813 8.717 10.877
C33 -8.365 0.217 -6.040
H94 -12.938 0.895 -5.574
C34 8.490 4.261 -5.598
C35 10.475 -1.142 8.297
H95 10.118 -0.280 8.859
C36 7.103 3.675 -5.182
C37 8.204 -0.336 5.262
H96 10.228 -1.252 2.747
N8 -0.236 -10.134 -6.363
H97 -5.007 6.846 -7.567
H98 8.661 0.421 4.625
C38 -10.897 1.478 -5.134
H99 1.191 6.367 2.601
H100 -1.896 7.715 -5.702
H101 1.855 -9.940 -8.251
H102 2.553 6.925 1.568
H103 -12.937 -0.342 1.724
O7 3.051 6.874 3.463
H104 -2.147 -10.778 -4.198
H105 8.103 -1.795 3.619
O8 -2.802 7.116 12.048
H106 -7.762 -0.632 -6.363
C39 -8.837 0.038 -4.577
H107 11.665 -2.046 3.252
C40 -9.480 0.289 -7.091
H108 -6.944 -0.613 -3.744
H109 2.022 -7.767 -5.188
C41 -1.431 5.628 -5.837
H110 9.336 -3.827 3.232
N9 5.107 6.337 5.072
C42 -0.537 -7.509 4.764
C43 8.420 -1.739 4.661
H111 -2.283 -5.859 8.055
H112 -1.305 -0.864 -0.091
C44 9.903 -2.246 4.663
H113 -1.950 4.468 -4.248
H114 -3.065 -9.404 -4.524
H115 -2.929 6.257 13.909
H116 -1.007 -7.092 -5.955
H117 -11.880 3.016 -3.777
C45 10.784 -1.535 3.641
H118 -0.210 1.268 0.766
H119 -1.354 -9.287 -4.251
H120 10.021 2.541 -5.405
H121 1.832 -9.443 -4.624
C46 -9.956 -4.669 1.956
H122 -5.472 7.957 8.608
C47 0.533 -1.736 -0.339
C48 2.026 7.062 2.512
H123 -8.932 -5.034 2.036
H124 -3.210 4.913 -5.194
C49 -1.202 -7.606 3.335
N10 0.038 0.686 -0.022
H125 -13.824 -1.200 3.064
C50 9.370 3.020 -6.137
H126 -3.367 -11.448 -6.551
H127 -2.195 -8.015 3.519
H128 -10.412 0.472 -2.523
H129 -0.869 -1.901 1.946
C51 -11.562 -2.658 2.539
H130 2.890 -8.725 -7.412
H131 9.915 -2.052 8.513
C52 -10.130 -3.240 2.540
H132 6.132 2.653 -3.708
H133 10.882 4.770 -5.192
C53 0.402 -7.931 -7.292
H134 1.519 8.027 2.517
O9 -10.100 1.318 -2.854
H135 -10.348 -2.555 4.348
H136 -9.179 0.409 -8.132
H137 2.678 -10.289 -6.712
C54 9.016 4.657 -3.092
H138 -1.735 -5.749 5.261
H139 11.494 -3.387 7.017
C55 11.388 0.246 6.417
O10 0.282 -11.156 -5.650
H140 12.383 -0.183 6.292
H141 8.177 -0.677 7.426
C56 -3.562 8.079 11.346
C57 -2.417 0.242 2.410
C58 -1.813 7.012 -6.530
C59 0.830 -9.063 -6.453
H142 -10.088 -4.199 4.374
C60 10.084 3.640 -2.718

Löwdin population analysis, charges in e, atoms 1 to 5: number 1, H, carries 0.081; number 2, H, carries 0.035; number 3, N, carries -0.109; number 4, H, carries 0.091; number 5, H, carries 0.089